Entry 1:
Here is the molecule C17H24N2O from the OMol25 dataset. Energies are from ωB97M-V/def2-TZVPD.

Computed properties:
Structure (SMILES): Cc1ccc(C(C)C)c(OCCCn2ccnc2C)c1
Charge: 0
HOMO: -8.35 eV
Frontier orbital gap: 9.1 eV
E: -846.9459 hartree

Atoms and positions in Å:
C1 4.2620 0.0534 0.2311
H1 -0.9713 -4.2933 0.7305
C2 2.9715 0.8849 -1.7620
H2 -0.5624 0.7496 -2.3007
N1 -2.8058 -1.1351 -0.8365
C3 -1.8516 2.3107 -0.3979
C4 2.9111 0.5727 -0.2655
O1 0.8806 1.0995 1.6384
H3 -0.1625 2.6210 2.3939
C5 -0.1679 -2.3083 0.6961
C6 -2.9178 0.0269 -0.2462
H4 -4.4733 -0.5735 1.0216
H5 5.0414 0.7892 0.0440
C7 0.8058 -2.5967 -0.2492
H6 -2.1553 -3.0014 0.4846
H7 0.2959 2.2072 -0.4380
H8 3.2560 0.0046 -2.3328
C8 -0.1371 -1.0668 1.3120
N2 -2.0340 0.9288 -0.7559
C9 1.7857 -1.6722 -0.5538
H9 2.0039 1.2254 -2.1259
H10 -1.5251 -1.8228 -2.3794
C10 -1.2513 -3.2854 1.0258
C11 -3.9119 0.3325 0.8150
H11 4.5297 -0.8704 -0.2765
H12 -4.6053 1.1078 0.4876
C12 0.8322 -0.1264 0.9925
H13 -1.4744 -3.2751 2.0907
C13 1.8222 -0.4242 0.0519
C14 -1.3264 0.2684 -1.7265
H14 4.2178 -0.1419 1.2998
C15 -0.2912 1.8814 1.5997
H15 0.8005 -3.5560 -0.7460
H16 -0.8797 -0.8380 2.0634
H17 -0.3491 3.6518 0.3364
H18 -3.4315 0.6660 1.7347
H19 2.5391 -1.9270 -1.2844
H20 3.7043 1.6666 -1.9522
H21 -1.9470 2.9228 -1.3028
H22 -1.1716 1.2737 1.8347
H23 -2.6449 2.5995 0.2952
H24 2.6860 1.4968 0.2763
C16 -1.8161 -1.0006 -1.7583
C17 -0.4812 2.5743 0.2346

Atom charges from the Mulliken analysis, given in e for atoms 1 to 2: -1.573 0.404

=====

Entry 2:
Here is the molecule C17H24N2O4 in a non-equilibrium geometry from the OMol25 dataset. Energies are from ωB97M-V/def2-TZVPD.

Computed properties:
Structure (SMILES): CCOC(=O)/C(C#N)=C\C1=C(N2CCOCC2)CC(C)(C)OC1
Charge: 0
HOMO: -7.59 eV
Frontier orbital gap: 7.1 eV
E: -1072.0794 hartree

Atoms and positions in Å:
H1 -2.5393 -3.1439 -0.4844
C1 3.6940 -2.3211 1.3483
C2 0.8637 -1.2657 1.1467
H2 0.0250 -2.2705 -3.8118
C3 -0.6851 -0.5616 -2.6221
O1 1.2084 -0.7733 0.2216
H3 -0.9226 -2.7594 -0.1505
C4 -0.2533 -2.0214 -2.5559
H4 4.6827 -2.9976 0.8262
H5 2.4005 -3.9314 0.9890
C5 1.5989 3.4721 -0.1225
N1 -0.6193 -1.9636 4.2178
C6 -1.4675 -2.4561 -0.8841
H6 -1.6050 0.6864 2.6321
H7 -2.6915 -0.8802 -1.6353
C7 -0.0674 -0.7365 1.8371
C8 -0.9933 2.7898 0.9651
C9 0.0961 4.6391 -1.9399
H8 -0.7906 2.2211 -2.6457
H9 2.2362 3.4772 -1.1419
H10 3.8197 -1.1452 1.0572
H11 3.8489 -2.3300 2.5006
H12 -2.2927 -0.7258 0.1837
O2 1.5489 -2.3098 1.6286
C10 -0.7548 0.4246 1.6622
C11 -0.0648 2.1814 -1.7101
C12 2.4533 -2.8408 0.8302
C13 -0.6443 0.9260 -0.8752
H13 1.8168 2.5569 0.2594
C14 -1.8223 -0.8874 -0.6544
H14 1.6283 4.2894 0.5098
N2 -0.8406 -0.2553 -1.3692
H15 0.3900 0.0134 -2.9907
C15 -0.4140 -1.4889 3.1694
C16 0.1036 3.3976 -0.8647
H16 0.9542 1.8564 -1.9208
H17 2.3832 -2.7986 -0.2088
H18 0.4160 5.5079 -1.6204
O3 -1.1566 3.6999 -0.0077
H19 1.0015 4.3914 -2.7950
H20 0.6038 -2.1949 -2.0938
H21 -0.8776 4.6968 -2.4471
O4 -1.2635 -2.7147 -2.0318
H22 -2.0776 2.7976 1.3785
H23 -0.3735 3.1950 1.8629
C17 -0.7657 1.4157 0.6288
H24 -1.5697 -0.4948 -3.3008

Atom charges from the Mulliken analysis, given in e for atoms 1 to 2: 0.252 -0.991

=====

Entry 3:
Here is a structure of composition C17H24N4O2S in a non-equilibrium geometry from the OMol25 dataset. Energies are from ωB97M-V/def2-TZVPD.

Computed properties:
Charge: 0
HOMO: -7.37 eV
Frontier orbital gap: 7.6 eV
E: -1429.3569 hartree

Atoms and positions in Å:
C1 2.2439 0.4019 -0.3978
S1 1.7229 -1.8894 0.2143
C2 5.1500 0.4500 -0.2217
H1 -4.1408 -1.4760 1.5113
H2 -4.4189 -1.1385 -2.1920
H3 -3.0617 3.1465 -0.8158
O1 -0.4027 -3.4001 0.1893
H4 -1.3401 -0.6133 -0.5936
H5 -3.2471 3.4390 1.0051
H6 -5.2674 -2.1540 -0.4528
H7 -5.4678 2.3312 -0.9111
H8 6.7250 -0.8503 1.2398
H9 9.4097 -1.0347 0.7286
H10 -5.8275 0.3526 -1.2510
C3 -2.5661 -2.8253 -0.3481
C4 -5.4185 0.0470 -0.2640
C5 -3.8422 3.3108 0.2049
O2 6.5994 0.6883 -0.0726
H11 -2.4249 -1.1600 1.9240
H12 5.0696 2.5028 -0.7173
H13 -2.6812 1.0182 1.1579
N1 -3.3131 -1.4501 -0.1522
C6 -4.8222 2.4528 -0.0135
N2 -0.6743 -1.1276 -0.4981
H14 7.0226 -1.4789 -0.3781
C7 4.4011 -0.8667 -0.1573
C8 7.3402 -0.5486 0.3378
C9 4.3781 1.6884 -0.6646
N3 -4.3601 0.9459 -0.1560
H15 -5.5074 2.4407 0.9058
H16 -4.1251 1.0428 2.0900
H17 2.5059 2.8026 -1.0214
N4 0.8753 0.4940 -0.8078
C10 -3.6350 0.6053 1.2608
C11 -4.5847 -1.2134 -0.8128
H18 4.7500 -1.6575 0.3103
H19 -3.0526 -3.3176 0.3940
C12 8.6961 -0.1209 0.5278
H20 -2.7990 -2.9850 -1.4000
H21 -4.1624 4.2951 0.0269
H22 8.8848 0.5249 1.2166
C13 -3.2566 -0.8488 1.0816
C14 3.0494 1.7167 -0.8757
H23 -5.9685 -0.4530 0.4226
C15 0.6277 -0.9867 -0.5792
C16 2.9487 -0.7406 -0.1410
C17 -1.1078 -2.5003 -0.3788
H24 9.0751 0.1396 -0.4750

Atom charges from the Mulliken analysis, given in e for atoms 1 to 2: -0.010 -0.145

=====

Entry 4:
Here is a structure of composition C17H24N4O5V in a non-equilibrium geometry from the OMol25 dataset. Energies are from ωB97M-V/def2-TZVPD.

Computed properties:
⟨S²⟩: 3.809
2S+1: 4
Charge: 0
HOMO (spin up / spin down): -5.34 / -6.84 eV
Frontier orbital gap (spin up / spin down): 4.7 / 6.2 eV
E: -2201.3126 hartree

Atoms and positions in Å:
H1 1.3832 -2.6287 -3.6950
H2 1.4772 -0.9825 -2.1947
H3 -0.6455 1.7769 -3.5835
H4 0.6878 0.6062 -3.5024
C1 2.6655 1.9747 1.9652
H5 -0.9166 -3.8347 0.7668
H6 0.6285 2.2251 1.1944
H7 -2.6893 -1.7872 0.7526
C2 3.5819 1.0677 2.4690
C3 2.4291 -3.0578 2.5145
C4 -1.9874 2.8686 -1.3928
H8 2.6270 -1.7444 -3.8771
C5 2.0005 -4.3927 2.4426
C6 4.0729 -1.3225 3.0716
N1 0.3924 -2.3553 1.3670
C7 3.2407 -0.2894 2.5291
O1 1.6738 -1.6998 -3.6788
H9 0.8563 2.2293 -2.7615
C8 -0.3959 0.8824 -1.6756
H10 -1.6516 -2.5913 -0.4931
H11 4.5626 1.3710 2.8272
C9 0.0267 -3.6466 1.2744
C10 3.6723 -2.6414 3.0800
O2 -2.5135 1.7040 1.0637
H12 -1.2088 3.6325 -1.5037
H13 -5.0971 1.4163 -0.1128
C11 -2.0058 -1.6243 -0.1056
C12 -1.3941 1.5776 -0.9510
N2 -1.7009 1.0437 0.2726
H14 -2.4669 2.7416 -2.3709
H15 -1.0713 0.2541 3.4768
H16 2.8971 3.0296 1.8934
C13 0.1651 1.3918 -2.9478
H17 -2.7298 3.2235 -0.6766
O3 -1.6964 -0.0575 2.8019
O4 -5.9583 1.4055 0.3428
O5 1.4981 -0.5015 -1.3114
C14 1.4067 1.5442 1.5339
H18 2.6242 -5.1647 2.8866
H19 4.3217 -3.4095 3.5054
H20 0.4472 -5.7008 1.7005
V1 -0.7046 -0.6515 0.6216
C15 1.9670 -0.6696 2.0098
H21 5.0442 -1.0267 3.4808
C16 1.5739 -2.0488 1.9660
H22 -2.1189 0.7638 2.3939
N3 1.0898 0.2377 1.5264
C17 0.8083 -4.6831 1.8055
H23 -5.7799 0.9202 1.1702
N4 0.1351 -0.2015 -1.0329
H24 -2.5498 -1.0800 -0.8989

Atom charges from the Mulliken analysis, given in e for atoms 1 to 2: 0.299 0.530

=====

Entry 5:
Here is the molecule C17H24N4O7S in a non-equilibrium geometry from the OMol25 dataset. Energies are from ωB97M-V/def2-TZVPD.

Computed properties:
Structure (SMILES): COCCN(CCOC)S(=O)(=O)c1ccc(C(=O)Nc2nnc(COC)o2)cc1
Charge: 0
HOMO: -9.37 eV
Frontier orbital gap: 9.4 eV
E: -1806.0126 hartree

Atoms and positions in Å:
N1 -0.1716 0.7177 3.0948
C1 0.2516 2.6398 1.1672
O1 -0.3722 -1.6936 1.1690
N2 0.4956 2.3212 -3.8376
H1 1.8212 0.8109 3.5135
H2 -2.3745 -3.8042 -3.6519
H3 0.6662 2.5245 -4.8171
C2 -1.3890 -3.4455 -3.9697
H4 -2.1426 0.7130 2.6272
H5 2.3361 2.3720 1.5020
O2 0.8778 2.9049 3.7041
H6 -0.7313 0.2219 0.4866
C3 1.1229 0.0805 3.1031
C4 -2.2417 -1.4308 -4.8598
H7 -1.1385 -2.5693 -0.5426
H8 3.7099 -2.8937 5.0122
H9 2.9001 2.6172 -0.9182
H10 -2.1723 -0.7813 0.7632
C5 1.1494 -1.1583 3.9980
C6 0.8636 2.9084 -1.5030
H11 -0.9099 -2.9314 -3.1307
H12 -1.2358 3.2645 -1.7907
O3 2.0400 3.8686 -3.3442
H13 0.4812 -3.0908 0.0048
O4 2.4961 -1.5387 4.1640
H14 -3.1860 -1.6599 -4.3452
N3 -1.2161 -0.4918 -2.7808
H15 1.4461 -0.2079 2.0963
H16 -0.7775 -4.2869 -4.2872
C7 -0.1850 -2.2384 -0.1134
H17 0.6945 -0.9199 4.9717
O5 -0.8670 0.6199 -4.6338
H18 2.1302 -3.5500 4.5028
O6 -1.5048 -2.6030 -5.0961
O7 -1.5140 2.8242 3.1018
C8 -0.7602 2.9042 0.2627
C9 -1.4699 -0.4482 -4.0429
H19 -1.7688 3.0058 0.6304
H20 2.2442 -2.5353 5.9638
C10 -0.4565 3.0407 -1.0785
C11 1.8781 2.6834 -0.5780
C12 -0.2342 1.2028 -3.5914
H21 0.5818 -1.9738 3.5280
C13 -1.3148 0.0048 2.5805
H22 0.2606 -1.5035 -0.7922
C14 1.2164 3.0935 -2.9323
H23 -2.4442 -0.9927 -5.8396
C15 1.5687 2.5394 0.7638
H24 -1.5304 -0.8377 3.2437
N4 -0.4220 0.5613 -2.4800
C16 -1.1727 -0.5334 1.1534
S1 -0.1716 2.3652 2.8949
C17 2.6427 -2.6905 4.9533

Atom charges from the Mulliken analysis, given in e for atoms 1 to 2: 0.253 -0.033

=====

Entry 6:
Here is a structure of composition C17H24N7ReS from the OMol25 dataset. Energies are from ωB97M-V/def2-TZVPD.

Computed properties:
⟨S²⟩: 0.792
2S+1: 2
Charge: +3
HOMO (spin up / spin down): -17.32 / -17.48 eV
Frontier orbital gap (spin up / spin down): 6.3 / 5.3 eV
E: -1521.0009 hartree

Atoms and positions in Å:
H1 4.7597 1.7597 1.8790
H2 -1.1833 2.6435 -2.2475
C1 -0.5452 2.9620 -0.2019
H3 -0.0445 3.9202 -0.3360
N1 2.2411 0.2159 0.2903
C2 4.2399 1.2607 1.0726
C3 1.8395 -1.9164 -3.9992
H4 5.8433 1.4040 -0.3506
C4 -0.4677 -2.9082 -0.7323
H5 0.8362 -1.5208 -4.0550
C5 4.4385 -2.9368 -3.8547
H6 -2.9785 1.2300 -1.8004
Re1 0.1475 -0.1049 0.3679
H7 1.1450 2.3988 0.8074
N2 0.1688 2.1146 0.8112
N3 -1.1817 -3.9932 -0.9910
C6 3.6776 -3.0743 -5.0146
H8 4.5034 -2.1923 -1.8657
H9 2.4044 1.0602 2.1768
C7 4.1452 0.3446 -1.1430
C8 -0.5447 2.1818 -1.4927
H10 -2.2790 -0.9036 1.2830
H11 -1.5846 -4.5465 -0.2516
H12 -0.7042 0.2381 -2.0595
C9 3.9263 -2.2496 -2.7788
H13 5.4246 -3.3768 -3.7978
N4 0.1391 -2.2549 -1.6935
H14 -2.8960 1.8529 0.6191
C10 2.3838 -2.5552 -5.0868
H15 4.0909 -3.6005 -5.8656
N5 -0.9674 0.7668 -1.2305
N6 -1.9428 0.0518 1.1876
H16 -1.2054 -4.3666 -1.9294
H17 -0.1528 2.3435 1.7515
C11 2.0812 -1.0272 -1.6957
C12 2.9271 0.8631 1.2472
C13 2.8782 -0.1233 -0.8596
H18 -2.6583 -0.4525 -1.3851
N7 0.8537 -1.2063 -1.1798
H19 -1.5432 3.1849 0.1555
C14 2.6111 -1.7247 -2.8279
C15 -2.4541 0.5803 -1.0986
H20 -1.9592 0.4098 2.1439
C16 -2.8980 0.8094 0.3267
C17 4.8402 1.0447 -0.1578
S1 -0.3158 -2.3373 0.9295
H21 1.8087 -2.6651 -5.9959
H22 0.4680 2.1332 -1.9004
H23 4.5878 0.1606 -2.1109
H24 -3.9166 0.4492 0.4668

Atom charges from the Mulliken analysis, given in e for atoms 1 to 2: 0.487 0.505

=====

Entry 7:
Here is a structure of composition C17H25B3Cl42INO6P2 in a non-equilibrium geometry from the OMol25 dataset. Energies are from ωB97M-V/def2-TZVPD.

Computed properties:
Charge: 0
HOMO: -9.44 eV
Frontier orbital gap: 9.4 eV
E: -21552.3230 hartree

Atoms and positions in Å:
Cl1 -5.0847 6.2151 -4.1648
H1 2.8335 -0.0453 1.5417
H2 1.1035 8.3956 -3.6359
Cl2 -4.9977 -2.0230 3.0345
C1 1.0550 0.3936 -0.4442
Cl3 4.1544 -9.1661 6.6259
Cl4 -3.7359 1.8674 2.2956
O1 7.4708 3.5095 -2.1531
Cl5 -5.5869 9.7981 -2.1358
O2 2.8487 3.5835 -1.3162
Cl6 3.5787 -4.6689 1.8061
Cl7 -2.5902 -0.3918 0.8059
Cl8 3.9652 -9.2372 3.7275
C2 -1.2043 6.3563 2.6621
Cl9 -1.8860 6.8964 1.1267
H3 3.4495 -7.4954 -4.7102
O3 6.8801 2.0351 -0.2155
Cl10 -3.8783 -2.2114 -1.0648
N1 1.0845 4.9650 -0.2865
H4 -1.2192 2.4528 -4.2195
Cl11 -4.7723 2.8853 4.8084
Cl12 -3.6084 7.8270 -1.3602
Cl13 1.2463 -3.5756 -5.2065
Cl14 -0.5861 7.4424 -4.9432
H5 -1.8377 6.7207 3.4583
Cl15 0.0291 -5.0417 3.5254
Cl16 0.4128 7.0047 2.9010
H6 6.3877 4.9468 -0.5629
Cl17 -7.3704 -3.6932 3.0050
C3 -4.2700 9.4275 -1.0257
H7 5.2388 -3.7582 3.1773
H8 1.1667 1.8711 1.1588
B1 1.2429 1.5982 -1.4039
Cl18 4.7768 -8.7773 -6.1451
Cl19 1.8626 -7.9853 5.2924
P1 4.9650 2.0213 -2.5968
Cl20 1.2126 -5.9814 -3.5765
H9 -5.5293 3.9840 -3.6305
C4 3.9608 -8.4435 -4.6174
H10 -2.8351 -2.7138 0.9699
H11 -6.8626 -1.9164 4.4361
H12 7.3412 1.3041 -0.6619
H13 0.4887 4.6470 0.4718
H14 -1.0795 -7.6585 1.9247
O4 0.5748 2.7957 -1.2704
B2 1.5133 3.7693 -0.9878
C5 0.8321 -4.2596 -3.6354
B3 3.1553 2.4753 -2.0594
H15 0.2462 -0.2570 -0.7676
Cl21 5.1253 -8.3094 -3.3003
Cl22 -7.6107 5.0231 -3.3795
Cl23 -6.3046 4.1721 -5.8289
Cl24 2.7565 -9.6847 -4.2650
Cl25 -5.6474 -3.6943 5.3381
Cl26 1.1124 -8.4560 2.0206
Cl27 -0.4324 7.6083 -2.0539
Cl28 -1.0405 -2.4392 -0.5194
C6 0.4934 7.5076 -3.5515
C7 0.9214 0.8218 1.0288
I1 1.0190 -1.8535 2.4971
Cl29 1.6592 -3.3973 -2.3395
H16 1.9592 -0.1997 -0.5187
Cl30 -0.5399 -7.9963 -0.3255
Cl31 -5.7080 3.9983 2.2929
Cl32 5.6260 -6.0621 3.3208
C8 -6.2901 -2.7283 4.0104
H17 -3.5443 4.0263 3.1765
O5 5.7336 4.2266 -0.4832
Cl33 -3.0050 10.6535 -1.1184
Cl34 3.6182 -4.4872 4.7017
Cl35 -2.4176 1.1856 -2.6650
P2 6.3696 3.0506 -1.3205
H18 5.1374 2.6660 -3.8316
C9 -2.6175 -2.0374 0.1531
O6 2.1975 1.5802 -2.4231
H19 -1.4446 -5.3270 5.3218
H20 1.9152 0.6004 2.8730
H21 -0.1053 0.7145 1.3491
C10 -4.3369 3.2919 3.1469
Cl36 -3.3562 2.2962 -5.1666
Cl37 -1.2314 0.3141 -5.1666
H22 -0.2332 -4.1466 -3.4875
Cl38 -1.3408 -9.9665 1.6545
C11 1.8411 0.0572 1.9471
C12 -1.5503 -4.9603 4.3104
C13 3.5918 -8.3150 5.1868
C14 -0.5313 -8.4211 1.3889
C15 -6.0618 4.7491 -4.1789
Cl39 -1.1880 4.5858 2.7463
H23 4.1134 -7.3692 5.1271
Cl40 1.5629 6.1043 -3.5198
Cl41 -2.1440 -3.3043 4.3809
H24 0.5231 5.5620 -0.8813
Cl42 -2.7145 -5.9928 3.4708
C16 4.5990 -4.6268 3.2403
H25 -4.6651 9.4258 -0.0196
C17 -1.9571 1.6658 -4.2968

Atom charges from the Mulliken analysis, given in e for atoms 1 to 2: -0.087 0.476

=====

Entry 8:
Here is the molecule C17H25BN4O3 in a non-equilibrium geometry from the OMol25 dataset. Energies are from ωB97M-V/def2-TZVPD.

Computed properties:
Structure (SMILES): CCCCNc1nc(N)nc(C)c1Cc1cc(B(O)O)ccc1OC
Charge: 0
HOMO: -7.87 eV
Frontier orbital gap: 8.4 eV
E: -1132.4546 hartree

Atoms and positions in Å:
C1 -1.3901 -0.6261 0.7198
C2 -1.4850 -3.2602 0.4235
C3 0.2856 1.1476 1.3992
N1 -0.9357 -2.5814 -0.5863
H1 0.2709 -1.2499 -4.6996
C4 -1.1756 0.8042 0.9256
H2 0.9130 0.2804 -3.9649
H3 3.9167 2.0206 2.3846
H4 -2.3075 -1.3163 3.8187
N2 0.0670 -0.5742 -1.2497
H5 3.8939 -1.0756 5.0193
H6 -2.7309 1.2847 -4.8008
O1 3.7297 -0.7700 4.0786
C5 0.4802 -1.1731 -2.5259
H7 0.2401 -0.0964 3.0639
H8 1.5263 -1.2027 -2.4764
H9 1.0207 0.4255 5.4522
H10 -2.2901 0.1829 3.1641
O2 0.5681 2.4485 -0.5811
C6 -2.6225 -0.7846 2.9390
H11 -1.7279 -5.3039 1.0013
B1 2.5646 0.0396 4.1695
C7 -0.8131 -1.3099 -0.3824
N3 -2.0677 -2.7212 1.5227
H12 0.2465 0.3933 -1.1482
C8 1.4191 3.4081 -1.2605
C9 -1.3315 -0.1656 -4.0172
C10 2.4143 2.2210 1.0381
H13 -1.8655 -0.0070 -3.0374
H14 1.8711 4.2372 -0.7169
C11 -1.6497 1.0554 -4.9542
H15 -1.8816 1.1157 1.6922
H16 -0.9768 -5.1232 -0.4346
C12 2.9719 1.5960 2.1654
H17 0.0000 -2.1923 -2.4884
H18 0.9315 3.8467 -2.0750
H19 -3.7883 -0.8645 3.1354
H20 -1.1560 2.0242 -4.7681
C13 1.0640 1.9536 0.6056
H21 -1.4992 1.3221 0.0087
N4 -1.5805 -4.6214 0.2309
H22 2.3047 2.8537 -1.6954
H23 -1.4259 0.9818 -5.9844
C14 2.1056 0.9019 2.9700
H24 -1.8680 -1.0867 -4.3358
C15 0.7836 0.6483 2.5914
C16 0.1708 -0.5181 -3.8479
C17 -2.0483 -1.3774 1.6588
O3 1.8504 -0.0324 5.4089
H25 3.0072 2.8409 0.4435

Atom charges from the Mulliken analysis, given in e for atoms 1 to 2: 0.214 0.067